(1)
ORCA calculation (ωB97M-V/def2-TZVPD) on a structure of composition C30H75CrCsLiN5O12PS2 at a distorted geometry.

- Spin multiplicity: 4
- ΔE to the lowest compared entry with this formula, charge and spin: 316.3 kJ/mol
- ⟨S²⟩: 3.779
- Energy: -124489.3026 eV
- Net charge: -2

CARTESIAN COORDINATES (ANGSTROEM)
Cr: 7.2138 -1.0919 -10.2770
Cs: 6.7833 3.2412 -9.4067
Li: 6.0310 -1.3785 -13.5834
P: 7.8604 -3.1476 -11.2989
O: 8.8956 -2.1246 -10.7645
O: 7.0063 -2.1359 -12.1377
O: 6.9576 -3.0566 -9.9829
O: 8.1530 -4.5646 -11.7063
S: 5.5894 0.5891 -11.6434
O: 5.0300 1.8536 -11.1662
O: 5.2659 0.2517 -13.0458
O: 7.0630 0.5510 -11.4945
O: 5.3010 -0.5078 -10.6776
S: 8.0081 0.0457 -7.9022
O: 6.8574 -0.8241 -8.3548
O: 7.6561 1.3557 -7.3093
O: 8.8691 -0.8011 -7.0878
O: 8.5530 0.2611 -9.2548
C: 7.2351 6.6826 -7.5469
C: 5.9679 6.8234 -8.4085
N: 5.0094 5.7069 -8.3003
C: 4.0453 5.9075 -9.3978
C: 3.1121 4.7426 -9.6897
C: 4.3689 5.6131 -6.9797
C: 3.4225 6.7740 -6.5740
H: 7.0164 6.4848 -6.4950
H: 7.8013 7.6141 -7.4955
H: 7.8571 5.8744 -7.9228
H: 5.5057 7.7772 -8.1169
H: 6.3468 6.8717 -9.4294
H: 4.5164 6.2395 -10.3230
H: 3.4324 6.7775 -9.1034
H: 2.2383 5.0749 -10.2608
H: 2.6962 4.2706 -8.7990
H: 3.5463 3.9800 -10.3434
H: 4.0179 4.5814 -7.0037
H: 5.1176 5.6969 -6.1918
H: 2.3766 6.5468 -6.7993
H: 3.5304 6.9579 -5.5082
H: 3.6289 7.6893 -7.1277
C: 8.9295 -0.5436 -14.6206
C: 7.7819 -0.3531 -15.6070
N: 6.7015 -1.3358 -15.4779
C: 5.6690 -0.9398 -16.4269
C: 4.8404 0.2962 -16.0884
C: 7.1029 -2.7376 -15.3943
C: 5.9525 -3.6838 -15.1033
H: 9.4413 -1.5072 -14.5647
H: 8.5567 -0.3021 -13.6231
H: 9.7766 0.1066 -14.8647
H: 7.3866 0.6268 -15.3354
H: 8.1025 -0.2561 -16.6570
H: 6.0921 -0.8660 -17.4422
H: 4.8885 -1.7042 -16.5043
H: 5.3846 1.2317 -15.9564
H: 4.1069 0.4266 -16.8919
H: 4.2282 0.1887 -15.1925
H: 7.8092 -2.7923 -14.5647
H: 7.6161 -2.9827 -16.3409
H: 6.2967 -4.7117 -15.0109
H: 5.1979 -3.5932 -15.8853
H: 5.5129 -3.4610 -14.1257
C: 1.5485 0.9662 -8.8960
C: 0.5349 0.3789 -9.9004
N: 0.5694 0.9062 -11.2724
C: 1.7871 0.5298 -11.9798
C: 1.9457 -0.9552 -12.2431
C: 0.3034 2.3401 -11.3194
C: -1.2022 2.6184 -11.3026
H: 1.4868 2.0527 -8.8574
H: 2.5248 0.6636 -9.2798
H: 1.4163 0.5723 -7.8900
H: 0.6528 -0.7003 -9.7966
H: -0.4873 0.5888 -9.5606
H: 1.7195 0.9710 -12.9824
H: 2.6921 0.9305 -11.5070
H: 1.0070 -1.3966 -12.5951
H: 2.7520 -1.1712 -12.9405
H: 2.1894 -1.5288 -11.3421
H: 0.6617 2.7377 -12.2742
H: 0.8971 2.8607 -10.5648
H: -1.6209 2.4022 -10.3151
H: -1.7327 1.9938 -12.0171
H: -1.4059 3.6751 -11.4933
C: 7.0002 -7.9531 -10.3591
C: 5.6411 -7.3498 -10.0651
N: 5.3868 -6.0848 -10.6970
C: 5.3911 -6.0575 -12.1352
C: 4.2171 -6.7796 -12.8322
C: 4.3445 -5.3477 -10.0108
C: 3.8964 -4.0470 -10.6533
H: 7.0076 -8.9972 -10.0242
H: 7.8806 -7.3922 -10.0489
H: 7.2105 -8.0900 -11.4286
H: 4.8620 -8.1039 -10.3227
H: 5.4365 -7.3108 -8.9917
H: 5.4690 -5.0170 -12.4429
H: 6.2926 -6.5912 -12.4425
H: 3.2940 -6.2281 -12.6484
H: 4.4384 -6.9721 -13.8825
H: 4.1478 -7.7707 -12.3691
H: 4.7341 -5.1461 -9.0091
H: 3.4311 -5.9740 -9.8982
H: 4.7295 -3.3419 -10.7687
H: 3.1966 -3.5252 -10.0006
H: 3.5116 -4.2319 -11.6608
C: 1.1035 7.0991 -14.6607
C: 2.5865 7.3679 -14.4247
N: 3.4067 6.1642 -14.5855
C: 4.8311 6.5380 -14.6921
C: 5.7351 5.4893 -15.3085
C: 3.2312 5.2772 -13.4119
C: 3.8424 3.8859 -13.4580
H: 0.6598 6.6905 -13.7530
H: 0.9373 6.3808 -15.4657
H: 0.5922 7.9922 -15.0250
H: 2.9672 7.9502 -15.2746
H: 2.7390 8.0208 -13.5521
H: 5.1598 6.8786 -13.6916
H: 4.9658 7.4887 -15.2245
H: 6.5882 6.0037 -15.7538
H: 5.2334 4.9398 -16.1045
H: 6.0644 4.7583 -14.5748
H: 3.6152 5.8373 -12.5406
H: 2.1517 5.2081 -13.2535
H: 3.1579 3.1410 -13.0380
H: 4.0103 3.5242 -14.4706
H: 4.6962 3.7638 -12.7944

(2)
ORCA calculation (ωB97M-V/def2-TZVPD) on a structure of composition C30H75IN5O10 at a distorted geometry.

- ΔE to the lowest compared entry with this formula, charge and spin: 96.7 kJ/mol
- Energy: -68329.0766 eV
- Net charge: -1

CARTESIAN COORDINATES (ANGSTROEM)
I: 0.0588 -1.6488 1.1038
C: -1.3972 9.2202 1.4668
O: -2.3812 8.3172 1.0038
C: -1.7692 7.0112 0.8118
C: -2.6992 6.1162 0.0188
N: -2.0832 4.7742 -0.0362
C: -2.9192 3.8822 -0.8262
C: -2.1892 2.5842 -0.9002
O: -2.9782 1.4702 -1.4042
C: -2.3442 0.1072 -1.5342
H: -0.6732 9.5632 0.6478
H: -0.5882 8.7932 2.2228
H: -1.9952 10.1052 1.6438
H: -1.5852 6.5182 1.8088
H: -0.9152 7.1022 0.1928
H: -2.8212 6.8052 -1.1042
H: -3.5392 6.0832 0.5878
H: -2.2112 4.5742 0.9798
H: -2.9152 4.3542 -1.8672
H: -4.0372 3.8722 -0.2052
H: -2.0572 2.2872 0.1478
H: -1.3262 2.4592 -1.4742
H: -1.7872 -0.1918 -0.6192
H: -1.6532 0.2352 -2.3652
H: -2.9792 -0.5558 -2.0032
C: 1.7088 2.8672 -4.1062
O: 1.8968 4.1812 -3.6302
C: 1.1368 4.4882 -2.3072
C: 1.6698 3.7422 -1.0772
N: 0.7798 3.8812 0.0768
C: 0.9258 2.8102 1.0478
C: 0.2618 3.1652 2.3848
O: 0.1678 2.1762 3.3618
C: -0.9242 1.2262 3.2178
H: 0.7148 2.6272 -3.9042
H: 2.0568 2.0842 -3.4722
H: 2.0488 2.7962 -5.0432
H: 0.0798 4.2602 -2.3952
H: 1.2598 5.7452 -2.1662
H: 2.8368 3.9762 -0.8572
H: 1.8268 2.6422 -1.4252
H: -0.1002 3.7072 -0.1942
H: 1.8778 2.7172 1.1688
H: 0.6568 1.8852 0.5688
H: -0.7602 3.6062 2.0528
H: 0.8588 4.0542 2.8508
H: -2.1302 1.6672 3.3908
H: -0.7522 0.4582 3.8318
H: -0.6612 0.7102 2.1338
C: -1.6392 -7.2758 -0.4622
O: -0.3022 -7.2108 -0.1312
C: 0.0788 -6.1908 0.9048
C: 1.4558 -5.8138 0.8398
N: 1.7958 -4.8548 1.8568
C: 3.2328 -4.4658 1.6938
C: 3.5628 -3.3718 2.8268
O: 5.0668 -3.2198 2.7908
C: 5.4648 -2.5878 4.0628
H: -2.1342 -7.7498 0.3048
H: -2.3002 -6.4128 -0.6752
H: -1.5762 -7.9078 -1.4602
H: -0.1702 -6.4768 2.0458
H: -0.5612 -5.1968 0.8478
H: 1.7278 -5.4478 -0.0822
H: 1.8748 -6.8898 0.9618
H: 1.2408 -3.9298 1.5268
H: 3.3008 -4.0438 0.6778
H: 3.8048 -5.3858 1.7938
H: 3.0848 -3.7528 3.8868
H: 2.8968 -2.5438 2.6438
H: 5.0818 -3.1358 4.7598
H: 4.8678 -1.5638 3.8798
H: 6.4938 -2.4718 4.3758
C: -2.0932 -4.4958 -3.1742
O: -2.9142 -3.8758 -2.1582
C: -2.0882 -3.3608 -1.1762
C: -2.9902 -2.2958 -0.2922
N: -2.5342 -2.4108 1.0738
C: -3.2142 -1.3578 1.9048
C: -2.6662 -1.1898 3.3128
O: -3.0972 0.0862 3.7348
C: -2.6832 0.4602 4.9348
H: -1.1492 -3.8488 -3.4662
H: -2.5732 -4.9088 -3.9482
H: -1.4872 -5.3348 -2.8132
H: -1.1572 -2.7658 -1.1672
H: -1.9042 -4.2748 -0.4462
H: -3.9692 -2.6878 -0.2932
H: -2.8412 -1.3818 -0.9262
H: -1.5042 -2.3578 1.0438
H: -4.2692 -1.2368 1.9078
H: -2.9922 -0.3588 1.4548
H: -1.4412 -1.2228 3.4818
H: -2.8972 -2.0068 4.0378
H: -2.8112 -0.1478 5.8018
H: -3.3082 1.3862 5.4458
H: -1.7832 0.7132 4.9208
C: 6.1108 -1.2318 0.1338
O: 5.3578 -0.6068 -0.7672
C: 4.0738 -1.1548 -0.9682
C: 3.3428 -0.3718 -2.0612
N: 2.0458 -1.0668 -2.3892
C: 1.1008 -0.2058 -3.1642
C: -0.1452 -0.8968 -3.6632
O: -0.8832 -0.0338 -4.5422
C: -2.1032 -0.6178 -4.9392
H: 6.5188 -2.2888 -0.0922
H: 5.5898 -1.1428 1.1568
H: 7.1508 -0.6348 0.3358
H: 3.3268 -1.3698 -0.2832
H: 4.1238 -2.2718 -1.2572
H: 3.8138 -0.1998 -3.0872
H: 3.0378 0.6202 -1.7202
H: 1.4638 -1.1468 -1.4282
H: 1.6348 0.3622 -4.0022
H: 0.9698 0.5152 -2.3412
H: -0.7072 -1.1028 -2.6112
H: 0.1528 -1.6778 -4.2002
H: -2.6542 0.0312 -5.5952
H: -2.7772 -0.3748 -4.1282
H: -2.1712 -1.6698 -5.2572

(3)
ORCA calculation (ωB97M-V/def2-TZVPD) on a cluster of 8 separate species, C30H77F6N7O13S2 in total at a distorted geometry.

- ΔE to the lowest compared entry with this formula, charge and spin: 271.3 kJ/mol
- Energy: -107371.4315 eV

CARTESIAN COORDINATES (ANGSTROEM)
O: -23.7034 -23.7154 8.1729
H: -23.0293 -24.2995 7.8179
H: -23.8352 -22.9293 7.6380
H: -23.5587 -23.4899 9.0947
C: -20.4406 -23.4221 11.5912
F: -20.3569 -24.2276 10.5508
F: -20.3732 -24.1148 12.7310
F: -19.4868 -22.5410 11.4827
S: -22.1165 -22.3679 11.4947
O: -22.4391 -21.9026 12.8228
O: -21.7978 -21.2161 10.6354
N: -23.2519 -23.3484 10.6281
S: -23.8718 -24.1932 11.7872
O: -22.9608 -25.0960 12.5144
O: -24.7870 -23.4908 12.7131
C: -25.0491 -25.4783 10.8388
F: -24.2586 -26.4912 10.3460
F: -25.8952 -25.8904 11.7567
F: -25.5834 -24.9400 9.7393
C: -28.5805 -22.1579 10.4962
C: -27.6573 -21.1052 11.2367
C: -27.2922 -21.5288 12.6860
O: -28.2295 -20.9600 13.5786
C: -28.0310 -21.4482 14.8628
N: -26.4614 -20.6264 10.4471
H: -29.1393 -21.6592 9.7043
H: -29.3068 -22.6714 11.1263
H: -27.9695 -22.8853 9.9617
H: -28.2789 -20.2111 11.2846
H: -26.3333 -21.0543 12.8946
H: -27.0793 -22.5897 12.8172
H: -27.0440 -21.5620 15.3111
H: -28.2262 -22.5205 14.8716
H: -28.6947 -20.9338 15.5578
H: -25.6557 -21.2156 10.6012
H: -26.2870 -19.6529 10.6521
C: -20.1930 -25.5021 2.5592
C: -21.2431 -24.4400 2.0244
C: -21.8482 -24.8691 0.7006
O: -22.7092 -23.8477 0.2022
C: -23.0066 -23.9763 -1.2353
N: -22.2528 -24.2304 3.0247
H: -20.5437 -26.5336 2.5923
H: -19.8596 -25.2118 3.5555
H: -19.2670 -25.6268 1.9978
H: -20.5993 -23.5888 1.8032
H: -22.3178 -25.8523 0.6712
H: -21.0296 -24.9026 -0.0184
H: -22.2336 -23.9961 -2.0035
H: -23.5307 -23.0819 -1.5722
H: -23.6523 -24.8436 -1.3726
H: -22.8424 -25.0263 3.2222
H: -22.9474 -23.6993 2.5193
C: -24.3316 -17.3693 8.2320
C: -23.4397 -18.0086 9.2688
C: -23.6543 -17.7884 10.8079
O: -25.0103 -18.1649 11.1348
C: -25.3702 -17.8613 12.4954
N: -23.5696 -19.4141 9.1401
H: -23.8459 -17.5449 7.2721
H: -24.3655 -16.2954 8.4153
H: -25.3340 -17.7111 7.9739
H: -22.3817 -17.7862 9.1302
H: -23.4397 -16.7504 11.0623
H: -22.8222 -18.3022 11.2894
H: -26.0137 -18.6405 12.9039
H: -26.0540 -17.0131 12.4608
H: -24.5854 -17.6717 13.2276
H: -24.5451 -19.4592 9.3981
H: -23.0622 -19.8584 9.8920
C: -20.8816 -26.9744 6.5539
C: -21.9730 -26.0162 6.5680
C: -23.0438 -26.3089 5.4589
O: -23.6697 -27.5728 5.5997
C: -24.3609 -27.8748 4.4124
N: -22.5528 -26.0128 7.9305
H: -20.4831 -26.9721 5.5393
H: -21.3186 -27.9635 6.6907
H: -20.0398 -26.6950 7.1876
H: -21.6074 -25.0518 6.2153
H: -22.5038 -26.2257 4.5158
H: -23.7492 -25.4931 5.6170
H: -23.7252 -28.4034 3.7021
H: -24.9203 -27.2301 3.7344
H: -25.0006 -28.7010 4.7227
H: -23.2772 -26.7167 7.9254
H: -21.8019 -26.3494 8.5161
C: -20.3105 -22.6988 7.4286
O: -21.5752 -22.6478 6.7741
C: -21.8261 -21.5274 5.8864
C: -23.3343 -21.4546 5.5632
N: -24.1505 -21.2824 6.7618
C: -25.5602 -21.0755 6.3997
C: -26.1291 -22.2452 5.5022
O: -25.9490 -23.3281 6.3172
C: -26.7473 -24.4728 5.9527
H: -19.3515 -22.8732 6.9407
H: -20.4260 -23.6201 7.9996
H: -20.1628 -21.8619 8.1112
H: -21.3233 -21.7327 4.9413
H: -21.4542 -20.5713 6.2547
H: -23.4978 -22.3871 5.0229
H: -23.5508 -20.7296 4.7786
H: -23.8011 -20.6258 7.4452
H: -25.7222 -20.1843 5.7933
H: -26.0557 -20.9542 7.3630
H: -25.7143 -22.3188 4.4969
H: -27.2003 -22.0564 5.4313
H: -26.3755 -24.7187 4.9580
H: -27.7971 -24.2180 5.8074
H: -26.5664 -25.3137 6.6222
C: -21.5590 -28.9716 9.3526
O: -20.7239 -27.8308 9.7917
C: -19.3387 -28.1414 9.9830
C: -18.4833 -26.9056 10.5366
N: -18.2409 -26.8914 11.9940
C: -17.5194 -25.6648 12.4297
C: -17.5266 -25.3632 13.9785
O: -16.4088 -25.9170 14.7305
C: -16.3684 -27.3228 14.5570
H: -21.7948 -29.6785 10.1481
H: -21.0080 -29.3328 8.4842
H: -22.4458 -28.4901 8.9405
H: -18.9708 -28.6506 9.0922
H: -19.3803 -28.8084 10.8441
H: -19.0794 -26.0609 10.1914
H: -17.4313 -26.9260 10.2518
H: -19.0573 -27.0280 12.5727
H: -18.1216 -24.8521 12.0235
H: -16.5124 -25.7341 12.0185
H: -18.4326 -25.7517 14.4436
H: -17.3880 -24.3050 14.2001
H: -16.2275 -27.6154 13.5165
H: -17.2841 -27.8275 14.8648
H: -15.5764 -27.7932 15.1397